{
  "formula": "C19H34AsO9PRuS5",
  "method": "ωB97M-V/def2-TZVPD",
  "species": ["Ru", "O", "S", "O", "O", "C", "C", "C", "C", "C", "C", "S", "O", "O", "O", "H", "H", "H", "H", "C", "C", "S", "C", "C", "S", "H", "H", "H", "H", "H", "H", "C", "C", "O", "P", "O", "C", "C", "O", "C", "C", "H", "H", "H", "H", "H", "H", "H", "H", "H", "H", "H", "H", "H", "H", "H", "C", "As", "C", "C", "S", "H", "H", "H", "H", "H", "H", "H", "H", "H"],
  "coordinates": [[-0.050647, 0.304107, 0.631404], [3.435330, -0.693159, 3.060427], [2.615137, -0.755226, 1.875768], [2.661219, 0.422086, 1.017335], [1.229187, -1.183964, 2.125797], [3.360284, -2.055762, 0.868224], [4.476215, -2.682545, 1.409331], [5.166968, -3.658214, 0.706612], [4.746408, -4.017160, -0.563183], [3.633332, -3.401191, -1.115008], [2.931457, -2.426106, -0.413760], [1.472163, -1.779917, -1.242039], [1.449925, -2.425267, -2.540286], [0.343861, -2.160947, -0.385340], [1.578302, -0.318754, -1.299137], [4.793971, -2.376316, 2.396709], [6.033839, -4.128249, 1.154895], [5.275788, -4.773930, -1.129578], [3.287916, -3.669078, -2.103294], [-2.182757, -0.155360, 4.716622], [-1.425153, 0.440788, 3.562896], [-1.921112, -0.067874, 1.949466], [-0.454621, 1.324861, 3.677407], [0.017072, 1.902469, 4.986434], [0.315915, 1.949908, 2.222234], [-3.092035, -0.647980, 4.366772], [-2.471923, 0.602646, 5.449922], [-1.580447, -0.909454, 5.233515], [0.161802, 1.112740, 5.728564], [-0.702818, 2.619419, 5.396944], [0.971822, 2.414535, 4.863503], [-1.416038, 1.536150, -4.053228], [-0.235725, 1.076036, -3.227016], [0.028157, 2.029055, -2.183856], [-0.293871, 2.094031, -0.617461], [0.699771, 3.299093, -0.295344], [2.125031, 3.113899, -0.495425], [2.590965, 3.931024, -1.677512], [-1.708422, 2.810572, -0.522166], [-1.947806, 4.076626, -1.151717], [-3.441398, 4.297501, -1.174913], [-1.563138, 0.859228, -4.898854], [-1.247424, 2.543263, -4.443145], [-2.325684, 1.532125, -3.451199], [0.676573, 1.037420, -3.821248], [-0.401518, 0.091735, -2.808044], [2.351487, 2.055219, -0.614040], [2.594510, 3.442761, 0.429860], [2.158904, 3.552456, -2.603956], [3.679906, 3.877883, -1.750093], [2.304376, 4.977966, -1.556091], [-1.533517, 4.066045, -2.161678], [-1.436687, 4.851638, -0.578931], [-3.933677, 3.499337, -1.732615], [-3.673388, 5.253558, -1.649863], [-3.839355, 4.301655, -0.159686], [-4.278195, -2.827287, -0.691464], [-2.376561, -2.493916, -0.708720], [-1.783325, -3.323003, 0.927233], [-1.771130, -3.575941, -2.180758], [-2.139420, -0.413819, -0.987647], [-4.471194, -3.896574, -0.599401], [-4.711600, -2.445340, -1.613202], [-4.703075, -2.292789, 0.156385], [-1.566007, -4.366008, 0.693369], [-2.585717, -3.250877, 1.656045], [-0.895232, -2.817123, 1.291140], [-1.974077, -4.623187, -1.955262], [-0.705985, -3.411164, -2.331800], [-2.326915, -3.276353, -3.066857]],
  "forces_ev_per_a": [[0.3, 0.0, 0.2], [0.0, 0.0, 0.1], [0.0, 0.1, -0.2], [0.2, -0.1, 0.2], [-0.3, 0.0, -0.1], [0.0, 0.0, 0.0], [0.0, 0.0, 0.0], [0.0, 0.0, -0.1], [0.0, 0.0, 0.1], [0.0, 0.0, 0.0], [0.0, 0.0, 0.0], [-0.1, 0.1, 0.0], [0.0, 0.1, 0.0], [0.2, -0.2, -0.1], [-0.2, -0.1, 0.2], [0.0, 0.0, 0.0], [0.0, 0.0, 0.0], [0.0, 0.0, 0.0], [0.0, 0.0, 0.0], [0.0, 0.0, 0.0], [-0.4, -0.4, -0.1], [-0.1, 0.1, 0.1], [0.5, 0.4, 0.1], [0.0, 0.0, 0.0], [0.1, -0.2, 0.1], [0.0, 0.0, 0.0], [0.0, 0.0, 0.0], [0.0, 0.0, 0.0], [0.0, 0.0, 0.0], [0.0, 0.0, 0.0], [0.0, 0.0, 0.0], [0.0, 0.0, 0.0], [0.1, 0.1, 0.1], [0.0, -0.1, -0.2], [-0.1, 0.1, -0.2], [0.1, 0.2, -0.1], [-0.1, 0.0, 0.1], [0.0, 0.0, 0.0], [-0.1, 0.1, 0.0], [0.0, 0.0, 0.0], [0.0, 0.0, 0.0], [0.0, 0.0, 0.0], [0.0, 0.0, 0.0], [0.0, 0.0, 0.0], [0.0, 0.0, 0.0], [0.0, -0.1, 0.0], [0.0, 0.0, 0.0], [0.0, 0.0, 0.0], [0.0, 0.0, 0.0], [0.0, 0.0, 0.0], [0.0, 0.0, 0.0], [0.0, 0.0, 0.0], [0.0, 0.0, 0.0], [0.0, 0.0, 0.0], [0.0, 0.0, 0.0], [0.0, 0.0, 0.0], [0.0, 0.0, 0.0], [0.2, 0.0, 0.1], [0.0, 0.0, 0.0], [0.1, 0.0, 0.0], [-0.1, -0.1, -0.1], [0.0, 0.0, 0.0], [0.0, 0.0, 0.0], [0.0, 0.0, 0.0], [0.0, 0.0, 0.0], [0.0, 0.0, 0.0], [0.0, -0.1, 0.0], [0.0, 0.0, 0.0], [0.0, 0.0, 0.0], [0.0, 0.0, 0.0]],
  "mulliken_spin": [0.87, 0.00, 0.00, 0.02, 0.01, 0.00, 0.00, 0.00, 0.00, 0.00, 0.00, 0.01, 0.00, 0.00, 0.00, 0.00, 0.00, 0.00, 0.00, 0.00, 0.02, -0.05, -0.01, 0.00, 0.10, 0.00, 0.00, 0.00, 0.00, 0.00, 0.00, 0.00, 0.00, 0.00, -0.06, 0.00, 0.00, 0.00, 0.00, 0.00, 0.00, 0.00, 0.00, 0.00, 0.00, 0.00, 0.00, 0.00, 0.00, 0.00, 0.00, 0.00, 0.00, 0.00, 0.00, 0.00, 0.00, 0.00, 0.00, 0.00, 0.09, 0.00, 0.00, 0.00, 0.00, 0.00, 0.00, 0.00, 0.00, 0.00],
  "total_charge": -1,
  "spin_multiplicity": 2,
  "e_lumo_ev": [2.5, 2.5],
  "homo_ha": [-0.1341, -0.1316],
  "fmax_ev_per_a": 0.6
}